{
  "formula": "C4H10ClInNO5S",
  "method": "ωB97M-V/def2-TZVPD",
  "charge": -1,
  "e_tot_ha": -1637.850971,
  "gap_ev": 8.2,
  "largest_force_ev_per_a": 0.22,
  "symbols": ["O", "N", "O", "C", "In", "Cl", "C", "C", "C", "S", "O", "O", "O", "H", "H", "H", "H", "H", "H", "H", "H", "H", "H"],
  "coordinates": [[1.662686, 3.448637, 0.390122], [2.039006, 2.447343, -0.127195], [2.599430, 1.607217, 0.761905], [3.155471, 0.410256, 0.110381], [1.763755, -0.748108, -1.186509], [3.114546, -2.750050, -1.680168], [0.045683, -1.408348, 0.004453], [-0.538349, -0.278664, 0.858324], [-2.038091, -0.400943, 1.152606], [-3.121423, 0.229533, -0.110216], [-4.330161, -0.538012, -0.137054], [-3.204843, 1.660736, -0.011542], [-2.290908, -0.094084, -1.434880], [4.056685, 0.717618, -0.426476], [3.476068, -0.185940, 0.964844], [1.369737, 0.025258, -2.702330], [0.370862, -2.227395, 0.652067], [-0.707468, -1.816486, -0.670646], [-0.363998, 0.724067, 0.452298], [-0.044041, -0.273505, 1.834390], [-2.344074, -1.431829, 1.331355], [-2.337198, 0.215039, 2.005460], [-2.333374, 0.667662, -2.031188]],
  "atomic_forces_ev_per_a": [[0.062, -0.160, -0.041], [-0.071, 0.056, 0.059], [0.052, 0.087, -0.014], [0.058, -0.033, 0.005], [-0.069, 0.110, -0.079], [0.039, -0.018, 0.036], [0.028, -0.045, 0.079], [-0.098, 0.073, 0.119], [-0.084, 0.003, 0.063], [0.151, 0.019, -0.164], [0.023, 0.004, 0.081], [-0.004, 0.010, -0.019], [-0.191, -0.094, -0.037], [-0.008, 0.034, 0.059], [-0.024, -0.031, -0.051], [0.006, -0.023, -0.031], [-0.070, -0.003, -0.001], [0.042, 0.029, -0.040], [-0.012, -0.056, -0.069], [0.041, 0.056, -0.053], [0.040, 0.008, -0.039], [-0.008, -0.082, 0.029], [0.097, 0.057, 0.108]],
  "mulliken_charge": [-0.446, 0.242, -0.175, -0.681, 0.828, -0.639, -1.038, -0.454, -0.823, 1.188, -0.627, -0.633, -0.426, 0.319, 0.236, -0.401, 0.390, 0.403, 0.225, 0.408, 0.369, 0.401, 0.335]
}

{
  "formula": "C14H23Br12ClFO2S",
  "method": "ωB97M-V/def2-TZVPD",
  "charge": 1,
  "e_tot_ha": -32543.794391,
  "gap_ev": 7.7,
  "largest_force_ev_per_a": 3.43,
  "symbols": ["C", "C", "C", "C", "C", "C", "O", "S", "C", "C", "O", "Cl", "C", "C", "F", "H", "H", "H", "H", "H", "H", "H", "H", "H", "H", "H", "H", "H", "H", "H", "H", "H", "H", "H", "C", "Br", "Br", "Br", "H", "C", "Br", "Br", "Br", "H", "C", "Br", "Br", "Br", "H", "C", "Br", "Br", "Br", "H"],
  "coordinates": [[5.336940, -3.410793, 1.675956], [3.860614, -3.122060, 1.990001], [3.009820, -4.230885, 1.364452], [3.509392, -1.729003, 1.453709], [4.490685, -0.661788, 1.968769], [2.157012, -1.209582, 1.885108], [1.088563, -2.219476, 1.645897], [-0.271585, -1.553730, 1.187076], [-0.206222, -1.834682, -0.590856], [-1.330651, -1.171639, -1.369752], [-1.914461, -1.757145, -2.270195], [-1.674687, 0.481663, -0.925045], [-1.499525, -2.823003, 1.654776], [-1.697713, -2.877650, 3.148452], [-2.611456, -2.361653, 0.976780], [6.012963, -2.910228, 2.355622], [5.535386, -4.472228, 1.757756], [5.565659, -3.128941, 0.652833], [3.754979, -3.107687, 3.071949], [2.020668, -4.309290, 1.792546], [3.495730, -5.183574, 1.537518], [2.967148, -4.089095, 0.289581], [3.552616, -1.723440, 0.366756], [5.406052, -0.659462, 1.399389], [4.717141, -0.863364, 3.010659], [4.044168, 0.327617, 1.940284], [2.132941, -0.929800, 2.932129], [1.924969, -0.315004, 1.309271], [0.751110, -1.417531, -0.889337], [-0.193365, -2.904380, -0.760445], [-1.211159, -3.778151, 1.226016], [-2.756809, -2.754971, 3.333830], [-1.156669, -2.115191, 3.691575], [-1.427873, -3.861699, 3.506063], [-4.176157, 3.538092, 0.322443], [-2.423255, 3.933949, -0.379604], [-5.195471, 5.139782, 0.599447], [-5.124307, 2.281477, -0.785293], [-4.043699, 3.075171, 1.286946], [-4.496138, 0.079669, 3.653912], [-5.366753, 1.744897, 3.276182], [-3.296472, 0.230575, 5.154900], [-5.764160, -1.345280, 3.889432], [-3.897992, -0.163496, 2.788482], [-1.104974, 3.799287, -4.642603], [-1.865733, 5.448112, -5.257855], [0.075141, 4.080164, -3.144579], [-2.461363, 2.497335, -4.222128], [-0.508936, 3.394604, -5.445703], [-1.536246, 8.290504, -8.760694], [-1.868630, 6.760274, -9.876513], [-3.002097, 8.617230, -7.558009], [0.128640, 8.125348, -7.810622], [-1.453779, 9.150169, -9.407285]],
  "atomic_forces_ev_per_a": [[-0.294, -0.132, 0.068], [0.415, -0.081, -0.587], [0.378, -0.064, 0.389], [0.011, 0.262, 0.567], [-0.390, -0.198, 0.159], [0.253, 0.081, -0.198], [-0.292, 0.262, 0.048], [-0.064, 0.204, -0.214], [-0.172, 0.087, 0.178], [-1.671, -1.462, -2.471], [1.637, 1.634, 2.536], [0.126, -0.306, -0.045], [-0.197, 0.027, 0.040], [-0.147, -0.256, -0.265], [0.155, 0.011, 0.147], [0.168, 0.259, 0.028], [0.044, -0.219, 0.089], [0.141, 0.114, -0.198], [-0.210, -0.054, 0.262], [-0.246, 0.052, -0.089], [0.068, -0.230, 0.013], [-0.208, -0.014, -0.258], [-0.059, -0.223, -0.262], [0.252, 0.050, -0.109], [0.164, -0.024, 0.199], [0.063, 0.267, -0.191], [-0.094, -0.252, 0.301], [-0.167, 0.089, -0.119], [0.161, 0.203, -0.128], [-0.060, -0.194, -0.144], [0.163, -0.059, -0.182], [-0.302, 0.144, 0.110], [0.117, 0.192, 0.151], [0.208, -0.109, 0.198], [-0.010, 0.128, -0.074], [-0.069, -0.054, -0.020], [-0.001, -0.023, 0.014], [0.061, -0.014, 0.004], [0.044, -0.033, 0.033], [-0.022, -0.015, -0.045], [-0.094, 0.057, 0.086], [0.020, -0.035, -0.027], [0.074, -0.007, 0.010], [0.020, -0.027, -0.041], [-0.141, 0.047, 0.009], [0.008, -0.008, -0.005], [0.098, -0.006, 0.024], [0.010, -0.006, -0.010], [0.043, -0.025, -0.025], [0.008, -0.080, 0.039], [0.006, 0.012, 0.022], [0.005, -0.019, 0.021], [-0.012, 0.005, -0.010], [0.001, 0.043, -0.029]],
  "mulliken_charge": [-1.628, 0.530, -1.298, 0.849, -1.849, -1.429, 0.028, 0.098, -0.578, 0.319, -0.447, 0.057, 0.429, -1.103, -0.294, 0.377, 0.454, 0.384, 0.307, 0.132, 0.483, 0.311, 0.220, 0.420, 0.416, 0.493, 0.317, 0.689, 0.487, 0.454, 0.473, 0.322, 0.300, 0.331, -0.001, -0.056, -0.013, -0.004, 0.023, 0.054, -0.020, -0.009, 0.000, -0.006, -0.325, 0.059, -0.073, -0.022, 0.346, -0.323, 0.002, -0.021, -0.004, 0.336]
}

{
  "formula": "C2H8N3O",
  "method": "ωB97M-V/def2-TZVPD",
  "spin_multiplicity": 3,
  "charge": 1,
  "e_tot_ha": -319.897702,
  "s_squared": 2.01,
  "gap_ev": [4.9, 7.1],
  "largest_force_ev_per_a": 11.01,
  "symbols": ["C", "C", "N", "N", "N", "O", "H", "H", "H", "H", "H", "H", "H", "H"],
  "coordinates": [[2.006515, 0.106530, -0.647871], [0.487354, 0.109093, -0.288426], [-1.085626, -0.240352, 1.507813], [0.031832, -0.902209, 0.736559], [-0.582961, 0.529368, -1.134209], [1.412844, 0.962551, 0.283732], [2.611379, -0.786700, -0.277815], [2.239678, 0.427451, -1.652278], [-0.799128, 0.262264, 2.316425], [-1.511108, 0.409315, 0.700939], [-0.477448, -1.601059, 0.196312], [-1.815907, -0.972956, 1.849983], [-0.214922, 0.331460, -2.116938], [-0.525048, 1.513537, -0.986779]],
  "atomic_forces_ev_per_a": [[8.728, -0.828, -1.775], [-9.082, -3.200, 5.330], [-4.184, -0.203, -1.636], [2.359, 1.153, -2.838], [3.147, -0.972, -0.525], [-0.020, -0.335, -0.831], [-1.180, 1.295, -0.335], [-0.142, 0.514, -0.004], [0.733, 0.825, 0.922], [0.241, -1.406, 2.480], [-0.055, -0.035, 0.124], [0.966, 1.338, -0.574], [-1.158, 0.363, 0.575], [-0.352, 1.491, -0.912]],
  "mulliken_charge": [-0.707, 0.602, -0.471, -0.482, -0.591, -0.305, 0.324, 0.347, 0.363, 0.492, 0.331, 0.437, 0.353, 0.306]
}